1.
This record from OMol25 describes one molecule with the formula C21H21N3O4S at a distorted geometry. The level of theory is wB97M-V/def2-TZVPD.

Results
energy = -45613.0686 eV
gap between HOMO and LUMO = 0.3119 hartree
SMILES = CC(=O)Nc1ccc(NS(=O)(=O)c2cc(-c3cnc(C4CC4)o3)ccc2C)cc1
ΔE to the lowest compared entry with this formula, charge and spin = 176.2 kJ/mol

The geometry in ORCA input format:
```
! wB97M-V def2-TZVPD RIJCOSX def2/J DEFGRID3
* xyz 0 1
C 7.4685 -3.0915 0.3178
C 6.1335 -2.6379 -0.2390
O 5.4059 -3.3554 -0.8852
N 5.8589 -1.3386 0.0794
C 4.7455 -0.5628 -0.2613
C 3.7260 -1.0243 -1.0887
C 2.6519 -0.2062 -1.3826
C 2.5759 1.0845 -0.8681
C 3.6034 1.5527 -0.0536
C 4.6703 0.7331 0.2494
H 5.4625 1.1044 0.8843
H 3.5424 2.5517 0.3435
N 1.5019 1.9251 -1.1733
S 0.5416 2.6331 0.0127
O -0.3231 3.5265 -0.6950
O 1.3888 3.1699 1.0337
C -0.4516 1.2536 0.6114
C -1.7032 1.1704 0.0368
C -2.5669 0.1275 0.3677
C -2.1252 -0.8272 1.2878
C -0.8717 -0.7269 1.8525
C 0.0003 0.3138 1.5302
C 1.3514 0.3733 2.1639
H 1.7393 1.3865 2.1491
H 1.2978 0.0189 3.1914
H 2.0456 -0.2710 1.6234
H -0.5490 -1.4710 2.5659
H -2.7786 -1.6432 1.5570
C -3.8819 0.0384 -0.2213
C -4.5558 0.8120 -1.1312
N -5.7870 0.2784 -1.3450
C -5.8421 -0.7766 -0.5859
C -6.9758 -1.6849 -0.4674
C -7.2779 -2.3192 0.8680
C -6.7262 -3.1545 -0.2346
H -5.6989 -3.4777 -0.1646
H -7.3770 -3.8555 -0.7333
H -6.6286 -2.0698 1.6931
H -8.3150 -2.4351 1.1413
H -7.8007 -1.3922 -1.1010
O -4.7184 -0.9830 0.1239
H -4.2443 1.7022 -1.6358
H -1.9968 1.9411 -0.6565
H 0.9200 1.6064 -1.9336
H 1.8643 -0.5719 -2.0259
H 3.7775 -2.0215 -1.4918
H 6.5451 -0.8538 0.6414
H 7.4734 -3.0074 1.4026
H 8.2717 -2.4789 -0.0865
H 7.6360 -4.1277 0.0396
*
```

***

2.
This record from OMol25 describes one molecule with the formula C21H21N3O4S. The level of theory is wB97M-V/def2-TZVPD.

Results
energy = -45612.4230 eV
gap between HOMO and LUMO = 0.3181 hartree
SMILES = CCOc1ccc([C@@H]2NC(=O)C(C#N)=C(S)N2c2ccc(OC)cc2)cc1OC
ΔE to the lowest compared entry with this formula, charge and spin = 238.5 kJ/mol

The geometry in ORCA input format:
```
! wB97M-V def2-TZVPD RIJCOSX def2/J DEFGRID3
* xyz 0 1
C 3.6938 -5.2371 1.9063
C 3.1153 -3.8590 2.1851
O 2.0631 -3.6459 1.2652
C 1.3576 -2.4932 1.3287
C 1.5957 -1.4506 2.2082
C 0.8055 -0.3096 2.1855
C -0.2338 -0.1920 1.2821
C -0.4807 -1.2336 0.3896
C 0.2957 -2.3775 0.3987
O 0.1252 -3.4352 -0.4322
C -0.9455 -3.4067 -1.3458
H -0.9037 -4.3578 -1.8734
H -0.8393 -2.5895 -2.0674
H -1.9105 -3.3194 -0.8358
H -1.2836 -1.1447 -0.3223
C -1.1229 1.0412 1.3299
N -2.2370 0.8474 2.2333
C -3.3946 0.2017 1.8848
O -4.1765 -0.1954 2.7206
C -3.6102 0.1398 0.4311
C -2.7692 0.8194 -0.4166
N -1.6463 1.4222 0.0288
C -0.8998 2.3305 -0.7528
C 0.4690 2.1628 -0.9081
C 1.2070 3.0638 -1.6549
C 0.5808 4.1488 -2.2612
C -0.7958 4.3198 -2.0907
C -1.5265 3.4280 -1.3404
H -2.5857 3.5808 -1.2018
H -1.2678 5.1708 -2.5541
O 1.2041 5.0865 -3.0167
C 2.5897 4.9680 -3.2386
H 2.8347 4.0362 -3.7578
H 3.1528 5.0231 -2.3015
H 2.8590 5.8130 -3.8698
H 2.2678 2.9026 -1.7600
H 0.9614 1.3177 -0.4510
S -3.0566 0.9019 -2.1572
H -4.1812 0.1850 -2.1145
C -4.7046 -0.5832 -0.0559
N -5.5733 -1.1855 -0.5101
H -2.0276 0.8529 3.2207
H -0.5325 1.8901 1.7036
H 1.0105 0.4898 2.8824
H 2.3983 -1.5125 2.9251
H 3.8897 -3.0888 2.0590
H 2.7332 -3.8079 3.2143
H 2.9224 -5.9921 2.0273
H 4.5090 -5.4433 2.5940
H 4.0639 -5.2831 0.8861
*
```

***

3.
This record from OMol25 describes C21H21N3O6S2 as an isolated structure at a distorted geometry. The level of theory is wB97M-V/def2-TZVPD.

Results
energy = -60521.0986 eV
gap between HOMO and LUMO = 0.2678 hartree
ΔE to the lowest compared entry with this formula, charge and spin = 2118.1 kJ/mol

The geometry in ORCA input format:
```
! wB97M-V def2-TZVPD RIJCOSX def2/J DEFGRID3
* xyz 0 1
C 5.6542 -1.5834 -2.4703
H 6.5473 -1.5504 -1.8377
O 4.6825 -0.6286 -1.6864
C 3.6023 -0.3581 -2.2139
C 3.2341 -0.7049 -3.4476
C 1.8916 -0.5800 -3.8452
C 1.1847 0.1245 -3.0039
C 1.5286 0.8857 -1.9160
C 2.8084 0.4937 -1.5452
H 3.2662 0.8143 -0.4839
H 0.7538 1.3626 -1.3464
S -0.6805 0.7603 -3.6761
O -0.6010 2.2725 -3.5465
O -1.1137 -0.1140 -4.6333
N -1.5591 0.3026 -2.2864
N -1.5036 0.7019 -1.0541
C -1.9591 0.1169 -0.0257
C -2.1868 0.5156 1.2444
C -1.9404 1.9601 1.6103
C -1.9705 2.2177 2.8763
C -2.4978 1.6038 3.7754
C -3.0249 0.0669 3.4318
C -2.9511 -0.2638 2.1887
H -3.2393 -1.3697 1.9621
H -3.5965 -0.1550 4.1001
N -2.7041 2.0348 5.2104
S -1.5660 3.2262 5.9314
O -1.9968 4.4297 5.0790
O -2.0745 3.0617 7.2227
C -0.0224 2.5141 5.8011
H 0.0462 2.3677 4.6449
H 0.0661 1.7892 6.2864
H 0.5713 3.3259 6.1047
H -2.9532 1.4042 5.8314
H -1.5470 3.3324 3.1269
H -1.5701 2.4488 0.7985
C -2.5855 -1.0515 -0.6940
H -3.6845 -1.4901 -0.5842
H -2.2513 -2.0770 -0.0627
C -2.0315 -1.3791 -2.1568
C -0.6916 -2.1984 -1.9666
C 0.2787 -2.5298 -1.2900
C 1.2743 -3.2145 -1.9063
C 0.7969 -3.5028 -3.0345
O -0.5376 -2.8216 -3.3598
H 0.9747 -4.0530 -3.6859
H 2.1944 -3.5084 -1.3165
H 0.5001 -1.7410 -0.1113
H -2.7318 -1.4164 -2.9033
H 1.3447 -0.9821 -4.8842
H 3.6021 -1.4694 -4.1240
H 5.8495 -1.0248 -3.5333
H 5.1196 -2.3658 -2.5945
*
```

***

4.
This record from OMol25 describes a 2-piece molecular cluster, C21H21N4O overall at a distorted geometry. The level of theory is wB97M-V/def2-TZVPD.

Results
energy = -30116.6567 eV
gap between HOMO and LUMO = 0.1798 hartree

The geometry in ORCA input format:
```
! wB97M-V def2-TZVPD RIJCOSX def2/J DEFGRID3
* xyz 1 1
C 1.2074 -0.8029 2.1209
C 2.2916 0.0290 1.9607
N 3.2590 0.6801 1.7996
N -0.0695 -0.2944 2.0981
C -1.1578 -1.1494 2.1010
C -2.4423 -0.6496 2.0832
C -2.6696 0.7337 2.0750
C -1.5613 1.5816 2.0773
C -0.2762 1.0717 2.0854
H 1.3371 -1.8809 2.1233
H -0.8997 -2.2084 2.1017
H -3.2652 -1.3640 2.0763
H -3.6809 1.1345 2.0661
H -1.6601 2.6655 2.0699
H 0.6072 1.7085 2.0822
C 5.2563 -2.4364 8.1571
N 6.1997 -1.8228 7.2436
C 7.5522 -2.1265 7.3038
C 8.1671 -1.4245 6.3263
N 7.1899 -0.6907 5.6677
C 7.4941 0.1787 4.5509
C 5.9805 -0.9234 6.2429
C 4.7069 -0.3731 5.7580
C 3.4670 -0.6931 6.5164
C 2.5658 -1.5735 6.0382
C 1.4045 -2.0007 6.7976
C 0.5533 -3.0029 6.2708
C -0.5437 -3.4606 6.9925
C -0.8226 -2.9246 8.2620
C 0.0127 -1.9356 8.8020
C 1.1176 -1.4725 8.0828
O 4.6850 0.3525 4.7494
H 4.2435 -2.0747 7.9802
H 5.2673 -3.5267 8.0237
H 5.5387 -2.2050 9.1928
H 7.9542 -2.8152 8.0278
H 9.2044 -1.3903 6.0400
H 6.5670 0.6341 4.2007
H 8.2073 0.9507 4.8666
H 7.9563 -0.4038 3.7441
H 3.3421 -0.0891 7.4227
H 2.7272 -2.0317 5.0541
H 0.8023 -3.4091 5.2869
H -1.1809 -4.2366 6.5655
H -1.6870 -3.2796 8.8240
H -0.1953 -1.5198 9.7901
H 1.7685 -0.7064 8.5137
*
```

***

5.
This record from OMol25 describes C21H21N4O2RuS3Se2Te2 as an isolated structure at a distorted geometry. The level of theory is wB97M-V/def2-TZVPD.

Results
energy = -212537.1871 eV
gap between HOMO and LUMO (alpha / beta) = 0.1590 / 0.1980 hartree
ΔE to the lowest compared entry with this formula, charge and spin = 117.6 kJ/mol

The geometry in ORCA input format:
```
! wB97M-V def2-TZVPD RIJCOSX def2/J DEFGRID3
* xyz -1 5
Ru 6.9211 9.9810 9.7426
Se 7.5564 12.4190 13.3978
Te 6.4923 12.4819 11.1760
Te 7.6904 9.6328 12.2308
Se 5.5833 8.5316 11.5375
O 11.2847 9.5499 12.1753
C 12.2148 9.8880 11.1528
C 11.8975 9.1741 9.8352
C 10.4250 9.3318 9.3389
C 10.0290 10.6799 8.7904
C 10.9311 11.4879 8.1641
C 10.5840 12.7874 7.7423
C 9.2776 13.1989 7.8941
C 8.4397 12.3500 8.5342
N 8.7423 11.1066 9.0076
H 11.7521 9.6057 13.0350
H 13.2323 9.6651 11.4691
H 12.0920 10.9820 10.9706
H 12.0840 8.1457 10.0211
H 12.5721 9.5571 9.0689
H 9.7070 9.1676 10.1214
H 10.1370 8.6323 8.5503
H 11.9172 11.0296 8.0652
H 11.4184 13.5078 7.4528
H 9.0188 14.1759 7.4639
H 7.4105 12.6607 8.7393
S 5.3582 12.6961 3.4678
C 4.9989 12.4881 5.1134
S 4.6921 10.8967 5.8312
C 5.1256 11.6117 7.4262
N 5.2564 12.9146 7.4596
N 5.0706 13.4136 6.1704
C 5.2202 14.8418 6.0945
C 5.5752 15.5698 7.2864
C 5.2551 16.9340 7.3028
C 5.0363 17.6838 6.0984
C 4.9339 16.9433 4.8997
C 5.0440 15.5742 4.9194
S 5.0494 10.6229 8.8729
H 5.7928 14.9057 8.1187
H 5.1399 17.3848 8.3094
H 4.9915 18.7466 6.1379
H 4.7407 17.4684 3.9837
H 4.9786 15.0204 3.9952
O 7.6340 8.5565 8.6665
N 6.9348 7.5589 7.9366
C 7.0553 7.6413 6.5879
C 6.4623 6.6620 5.8360
C 6.0254 5.4949 6.4486
C 5.8705 5.4786 7.8385
C 6.3884 6.4991 8.5650
H 7.6378 8.4862 6.1698
H 6.2473 6.7925 4.7551
H 5.8424 4.6194 5.9101
H 5.5678 4.5749 8.3835
H 6.3526 6.5776 9.7021
*
```

***

6.
This record from OMol25 describes one molecule with the formula C21H21N5O at a distorted geometry. The level of theory is wB97M-V/def2-TZVPD.

Results
energy = -31612.4786 eV
gap between HOMO and LUMO = 0.2886 hartree
SMILES = COc1cc(-c2ccncc2)cc([C@H](C)C#Cc2c(C)nc(N)nc2N)c1
ΔE to the lowest compared entry with this formula, charge and spin = 385.1 kJ/mol

The geometry in ORCA input format:
```
! wB97M-V def2-TZVPD RIJCOSX def2/J DEFGRID3
* xyz 0 1
C 1.8205 -1.7713 -0.7140
C 1.4270 -0.9101 -1.5372
N -5.9838 0.7907 1.2339
N 2.5778 -2.8684 2.6872
N 3.0509 -4.6580 1.3459
O 0.8090 4.5622 -0.3114
C 2.9950 -4.0618 2.4885
C -5.3224 1.7843 1.6692
C -5.2977 -0.0098 0.3870
C 2.2941 -2.0857 1.6654
C 2.6711 -3.9243 0.2589
C -4.0742 2.2392 1.1955
C -4.0732 0.3557 -0.1943
C -1.2553 3.1236 0.0384
C 0.8509 2.4120 -1.0202
C -1.0687 0.8571 -0.9154
C 2.2420 -2.6014 0.4050
C 0.0621 3.3340 -0.3429
C -3.3427 1.4826 0.2147
C -1.8868 1.8407 -0.2423
C 0.2407 1.1586 -1.4204
N 3.0867 -4.6948 3.6266
N 1.9679 -0.7953 1.9334
C 0.0026 5.7520 -0.1689
C 2.7829 -4.7815 -0.9856
C 0.7625 -0.1680 -3.7650
C 1.1422 0.3038 -2.3181
H -5.7940 2.3575 2.5456
H -5.7560 -0.9717 0.0803
H -3.7210 3.1263 1.7355
H -3.6633 -0.4259 -0.8521
H -1.8018 3.8780 0.5421
H 1.8360 2.8129 -1.2264
H -1.4921 -0.0787 -1.2217
H 2.9145 -5.7162 3.6284
H 2.9627 -4.2107 4.5220
H 2.1491 -0.3175 2.8687
H 1.7348 -0.2314 1.1258
H 0.6423 6.6303 -0.1280
H -0.5293 5.6866 0.8298
H -0.6555 5.8324 -1.0820
H 3.7632 -5.4363 -0.7909
H 1.9368 -5.4925 -1.0647
H 3.0049 -4.2869 -1.8881
H 1.4890 -0.8042 -4.2195
H 0.6771 0.7360 -4.4249
H -0.3118 -0.5221 -3.7478
H 2.1330 0.7682 -2.4460
*
```

***

7.
This record from OMol25 describes C21H21N5OSiTi as an isolated structure. The level of theory is wB97M-V/def2-TZVPD.

Results
energy = -62609.1924 eV
gap between HOMO and LUMO (alpha / beta) = 0.2787 / 0.2790 hartree
ΔE to the lowest compared entry with this formula, charge and spin = 0.0 kJ/mol

The geometry in ORCA input format:
```
! wB97M-V def2-TZVPD RIJCOSX def2/J DEFGRID3
* xyz 1 2
Ti 0.9930 -0.8092 0.3631
C 4.4061 1.5352 -0.5388
C 3.9563 2.5765 -1.3574
C 2.6847 2.5337 -1.8741
C 1.8314 1.4608 -1.5711
N 2.2715 0.4671 -0.7664
C 3.5334 0.5137 -0.2860
N 0.5820 1.4911 -2.1400
C -0.3310 0.6033 -1.9654
N -0.3184 -0.5048 -1.1312
C -1.4846 -1.2311 -1.3318
N -1.8317 -2.3547 -0.8151
C -1.0498 -3.1213 0.0155
C -1.6087 -4.3278 0.4644
C -0.8911 -5.1614 1.2862
C 0.4074 -4.8087 1.6661
C 0.9009 -3.6245 1.1936
N 0.2015 -2.7846 0.3999
C -2.3207 -0.5055 -2.3049
C -3.5655 -0.7945 -2.8278
C -4.0871 0.0984 -3.7566
C -3.3747 1.2320 -4.1479
C -2.1178 1.5090 -3.6230
C -1.6124 0.6211 -2.6941
H 5.4012 1.5278 -0.1206
H 4.6068 3.4103 -1.5852
H 2.3023 3.3128 -2.5166
H 3.8306 -0.3157 0.3509
H -2.6119 -4.5660 0.1437
H -1.3289 -6.0865 1.6368
H 1.0052 -5.4394 2.3064
H 1.9012 -3.2994 1.4692
H -4.1067 -1.6795 -2.5224
H -5.0617 -0.0877 -4.1874
H -3.8099 1.9043 -4.8750
H -1.5541 2.3813 -3.9242
C 1.5863 1.6103 4.0341
Si 0.2472 1.3965 2.7639
C -1.4165 1.0979 3.5273
C 0.2259 2.8009 1.5402
O 0.6463 0.0177 1.8710
H 1.3970 2.4934 4.6483
H 2.5630 1.7403 3.5634
H 1.6404 0.7489 4.7022
H -1.7298 1.9589 4.1217
H -1.3970 0.2285 4.1869
H -2.1776 0.9282 2.7630
H -0.0522 3.7418 2.0197
H -0.4931 2.6170 0.7374
H 1.2114 2.9435 1.0882
*
```

***

8.
This record from OMol25 describes one molecule with the formula C21H22BIN4O4S at a distorted geometry. The level of theory is wB97M-V/def2-TZVPD.

Results
energy = -55886.0662 eV
gap between HOMO and LUMO = 0.2971 hartree
SMILES = [H]/N=C\CN1c2c(cc(I)cc2B(O)OCC)Sc2c(OC#N)ccc(CC(=O)N(C)C)c21

The geometry in ORCA input format:
```
! wB97M-V def2-TZVPD RIJCOSX def2/J DEFGRID3
* xyz 0 1
C -3.7423 3.3102 -1.1529
C -2.8107 2.0244 -0.9088
O -1.4377 2.3266 -0.5447
B -0.5921 2.5258 -1.6826
O -0.9649 3.5801 -2.6236
C 0.7791 1.7279 -2.0125
C 1.9137 2.5729 -2.7130
C 3.3013 1.9958 -3.1121
I 4.8898 3.1656 -4.0529
C 3.5324 0.4780 -2.8261
C 2.4222 -0.3503 -2.1391
C 1.0299 0.2055 -1.6803
N -0.0183 -0.5952 -1.0066
C -0.5852 -1.5012 -2.1039
C -2.0719 -1.1036 -2.5420
N -3.1812 -1.6808 -2.1335
C 0.5290 -1.5327 -0.0030
C -0.1992 -1.7418 1.3781
C -1.5227 -0.9495 1.8182
C -1.1791 0.3918 2.6480
O -1.6386 1.4827 2.1959
N -0.4209 0.4245 3.9045
C -0.5364 1.7920 4.5558
C 1.0539 0.2286 3.6997
C 0.3545 -2.7720 2.4349
C 1.6326 -3.6262 2.1917
C 2.3636 -3.4151 0.8399
O 3.5755 -4.1646 0.5899
C 3.3086 -5.2869 -0.2231
N 3.2680 -6.1457 -1.0650
C 1.8238 -2.4059 -0.1975
S 2.7337 -2.1672 -1.8144
H -3.6841 3.6173 -2.2653
H -3.5345 4.1910 -0.4607
H -4.8394 2.9705 -0.9988
H -3.2643 1.4657 -0.0027
H -2.8666 1.3681 -1.8424
H -0.5468 3.4206 -3.4962
H 1.7483 3.6885 -2.9532
H 4.5101 -0.0631 -3.0705
H 0.0825 -1.4475 -3.0293
H -0.5795 -2.6018 -1.7535
H -2.1887 -0.2583 -3.3173
H -2.9101 -2.4201 -1.4541
H -2.0581 -1.6419 2.5778
H -2.2694 -0.7780 0.9726
H -1.6155 2.1466 4.6499
H -0.0492 1.7865 5.6043
H 0.1218 2.4904 3.9202
H 1.4235 -0.8313 3.9777
H 1.7066 0.9933 4.2579
H 1.2645 0.3882 2.5721
H -0.1510 -2.9210 3.4604
H 2.0896 -4.3574 2.9324
*
```